Computed, not measured: a 3-piece molecular cluster, C5H16NOS overall at a distorted geometry, with ωB97M-V/def2-TZVPD.

As for the gap between HOMO and LUMO: 4.547 eV. The maximum force is 3.736 eV/Å. The value obtained for the energy above the lowest of the compared OMol25 structures with the same formula, charge and spin is 718.6 kJ/mol. The LUMO energy is -8.54 eV. The value obtained for the molar mass is 138.26 g mol⁻¹.

The geometry in ORCA input format:
```
! RIJCOSX wB97M-V def2-TZVPD def2/J DEFGRID3
* xyz 1 1
C -0.3959 -2.8602 -0.9977
C -0.6503 -1.9639 0.1392
C -0.9869 -0.4859 -0.2648
C -0.9474 0.5251 0.7867
S 0.6817 0.5560 1.6475
C 0.5292 2.0820 2.6387
N 0.8239 2.2259 -1.8004
H -0.3792 -3.9060 -0.6613
H -1.1116 -2.9038 -1.8401
H 0.5230 -2.8672 -1.5449
H -1.5583 -2.2114 0.6946
H -1.7235 -0.5267 -1.0225
H 0.1944 -0.2640 -0.7417
H -1.6993 0.3292 1.5727
H -0.9959 1.5269 0.2921
H 0.4166 2.9460 1.9752
H -0.4024 1.9868 3.2244
H 1.3347 2.0589 3.3194
H 1.2108 2.9349 -1.2198
H 0.2404 2.6240 -2.5673
H 0.2041 -2.0197 0.8009
H 1.0112 1.1969 -1.6117
H 2.3086 -0.2879 -1.4442
O 1.3722 -0.6956 -1.3751
*
```

=====

Computed, not measured: C24H26AsBCoF4N3OS as an isolated structure, with ωB97M-V/def2-TZVPD.

As for the gap between HOMO and LUMO (alpha / beta): 7.400 / 8.551 eV. The maximum force is 0.825 eV/Å. As for the expectation value of S²: 1.03. The value obtained for the energy above the lowest of the compared OMol25 structures with the same formula, charge and spin is 0.0 kJ/mol. The LUMO energy (alpha / beta) is -4.05 / -2.89 eV. The value obtained for the molar mass is 625.22 g mol⁻¹.

The geometry in ORCA input format:
```
! RIJCOSX wB97M-V def2-TZVPD def2/J DEFGRID3
* xyz 1 2
Co -0.2263 -1.4290 -0.3750
C -0.3015 -4.4959 0.5649
C 1.1550 -4.4940 0.9877
C 1.8030 -3.1491 1.0367
N 1.3470 -2.0081 0.6151
N 2.1609 -0.9400 0.8522
C 3.2659 -1.2937 1.4383
N 4.2267 -0.4147 1.7798
S 3.3637 -2.9914 1.7763
H -0.6933 -5.5076 0.6432
H -0.4314 -4.1805 -0.4699
H -0.9111 -3.8596 1.2048
H 1.7540 -5.1321 0.3291
H 1.2556 -4.9243 1.9891
H 4.1736 0.4979 1.3546
H 5.1334 -0.7371 2.0668
F -1.4335 -2.8888 -1.8130
B -2.4146 -1.9826 -1.3376
F -1.8979 -0.6986 -1.6401
F -2.2318 -2.0310 0.1174
F -3.6608 -2.2272 -1.7224
C -0.2162 0.5995 2.9753
C -0.1237 1.1790 1.5825
O -0.7851 0.3443 0.6115
H 0.2803 1.2559 3.6885
H 0.2685 -0.3755 3.0157
H -1.2519 0.4871 3.2941
H 0.9102 1.2352 1.2377
H -0.5655 2.1769 1.5203
H -1.7376 0.3388 0.7691
C -0.1761 -1.0188 -6.5005
C -0.1599 -2.1113 -5.6464
C 0.1957 -1.9511 -4.3171
C 0.5417 -0.6902 -3.8489
C 0.5304 0.4079 -4.7044
C 0.1668 0.2386 -6.0309
As 1.1333 -0.4749 -2.0332
C 1.4866 1.3824 -1.7355
C 0.5750 2.4168 -1.6289
C 1.0438 3.7013 -1.3907
C 2.4063 3.9348 -1.2541
C 3.3194 2.8991 -1.3678
C 2.8651 1.6079 -1.6184
C 3.7146 0.4159 -1.7903
C 5.1035 0.3962 -1.7402
C 5.7805 -0.8015 -1.9196
C 5.0887 -1.9810 -2.1528
C 3.6997 -1.9757 -2.2119
C 3.0270 -0.7823 -2.0302
H -0.4603 -1.1484 -7.5352
H -0.4345 -3.0909 -6.0113
H 0.1789 -2.8067 -3.6533
H 0.8024 1.3927 -4.3450
H 0.1519 1.0912 -6.6949
H -0.4870 2.2287 -1.7316
H 0.3478 4.5238 -1.3124
H 2.7600 4.9388 -1.0677
H 4.3770 3.1068 -1.2774
H 5.6625 1.3067 -1.5777
H 6.8612 -0.8116 -1.8916
H 5.6317 -2.9032 -2.3044
H 3.1633 -2.8959 -2.4114
*
```

=====

Computed, not measured: a 5-piece molecular cluster, C30H74BN4O4S overall at a distorted geometry, with ωB97M-V/def2-TZVPD.

As for the gap between HOMO and LUMO: 7.250 eV. The maximum force is 5.341 eV/Å. The LUMO energy is -2.62 eV. The value obtained for the molar mass is 597.83 g mol⁻¹.

The geometry in ORCA input format:
```
! RIJCOSX wB97M-V def2-TZVPD def2/J DEFGRID3
* xyz 1 1
O -3.5208 0.0679 0.6466
C -3.0892 -0.4295 -0.2929
O -1.7686 -0.4558 -0.5377
C -1.0737 -1.5327 0.1424
C -0.2935 -1.0760 1.3589
C 0.3673 0.2825 1.2042
C -0.5449 1.4524 1.6120
S -1.1293 2.3254 0.1228
C 0.3010 3.1057 -0.6685
B -0.2249 3.5686 -2.1107
O -1.3850 4.2755 -2.0973
O 0.4551 3.2645 -3.2478
H -3.7836 -0.8588 -1.0236
H -1.8307 -2.2282 0.4902
H -0.4586 -2.0262 -0.5946
H -0.9364 -1.0993 2.2331
H 0.4705 -1.8236 1.5450
H 1.1862 0.3185 1.9134
H 0.8219 0.4306 0.2291
H -1.4167 1.1173 2.1570
H 0.0443 2.1620 2.1740
H -1.9565 3.3347 0.4754
H 0.6489 3.9337 -0.0619
H 1.0660 2.3535 -0.8032
H -1.7461 4.2842 -2.9987
H -0.1748 2.8141 -3.8337
C -0.0092 0.6772 5.7492
C 1.4684 0.8623 6.0507
N 2.0956 1.8699 5.2119
C 3.5503 1.8597 5.2887
C 4.2036 2.2085 6.6294
C 1.4732 3.1841 5.2303
C 1.3447 3.9030 6.5781
H -0.1570 0.4589 4.6875
H -0.4082 -0.1588 6.3243
H -0.5973 1.5580 6.0108
H 1.9672 -0.0929 5.8666
H 1.5888 1.0738 7.1227
H 3.9476 2.5266 4.5181
H 3.8875 0.8596 4.9977
H 4.1538 3.2751 6.8418
H 5.2611 1.9400 6.6004
H 3.7541 1.6675 7.4624
H 0.4681 3.0898 4.8039
H 2.0069 3.8332 4.5304
H 0.9929 3.2409 7.3698
H 0.6228 4.7177 6.4914
H 2.2866 4.3475 6.8933
C -8.7451 1.2434 -2.2952
C -7.2819 1.4169 -1.9179
N -6.6016 2.4326 -2.7027
C -5.1636 2.4062 -2.5484
C -4.5784 2.7268 -1.1662
C -7.2134 3.7524 -2.7001
C -7.4094 4.4521 -1.3491
H -8.8524 1.0415 -3.3616
H -9.1684 0.4007 -1.7478
H -9.3404 2.1225 -2.0465
H -6.7800 0.4601 -2.0927
H -7.2153 1.6114 -0.8364
H -4.7178 3.0815 -3.2865
H -4.8198 1.4054 -2.8371
H -4.6290 3.7922 -0.9408
H -3.5218 2.4444 -1.1460
H -5.0770 2.1777 -0.3669
H -8.1899 3.6720 -3.1828
H -6.6380 4.4064 -3.3604
H -7.8097 3.7811 -0.5880
H -8.1189 5.2734 -1.4632
H -6.4827 4.8856 -0.9744
C 3.2918 1.4038 -1.9359
C 4.3085 0.8662 -2.9293
N 3.9901 -0.4677 -3.3981
C 5.0838 -1.1000 -4.1217
C 5.5307 -0.4711 -5.4455
C 2.6693 -0.6351 -3.9778
C 2.2918 0.2420 -5.1792
H 3.1646 0.7144 -1.0964
H 3.6326 2.3619 -1.5373
H 2.3188 1.5733 -2.4026
H 5.2777 0.8298 -2.4258
H 4.4129 1.5880 -3.7533
H 4.8290 -2.1486 -4.2965
H 5.9481 -1.1282 -3.4508
H 4.8235 -0.6682 -6.2499
H 6.4854 -0.9031 -5.7503
H 5.6733 0.6071 -5.3652
H 1.9283 -0.4617 -3.1894
H 2.5369 -1.6855 -4.2475
H 2.5802 1.2852 -5.0390
H 1.2080 0.2192 -5.3224
H 2.7391 -0.1177 -6.1035
C 1.9933 -4.1066 -1.3707
C 1.4673 -4.8375 -0.1423
N 1.1268 -6.2209 -0.3916
C 0.3685 -6.8309 0.6891
C 1.0510 -6.9848 2.0531
C 2.1853 -7.0399 -0.9614
C 3.5035 -7.1540 -0.1854
H 1.2904 -4.1821 -2.2025
H 2.1305 -3.0471 -1.1397
H 2.9592 -4.4915 -1.6979
H 0.5590 -4.3177 0.1843
H 2.1996 -4.7300 0.6740
H 0.0138 -7.8105 0.3593
H -0.5402 -6.2349 0.8305
H 1.7850 -7.7885 2.0526
H 0.3043 -7.2380 2.8085
H 1.5427 -6.0665 2.3770
H 2.4134 -6.6527 -1.9581
H 1.7910 -8.0419 -1.1440
H 3.8497 -6.1901 0.1912
H 4.2819 -7.5435 -0.8441
H 3.4251 -7.8434 0.6534
*
```

=====

Which of these has the highest maximum force?
C30H74BN4O4S

=====

What did the first record say?
Computed, not measured: a 3-piece molecular cluster, C5H16NOS overall at a distorted geometry, with ωB97M-V/def2-TZVPD.

As for the gap between HOMO and LUMO: 4.547 eV. The maximum force is 3.736 eV/Å. The value obtained for the energy above the lowest of the compared OMol25 structures with the same formula, charge and spin is 718.6 kJ/mol. The LUMO energy is -8.54 eV. The value obtained for the molar mass is 138.26 g mol⁻¹.

The geometry in ORCA input format:
```
! RIJCOSX wB97M-V def2-TZVPD def2/J DEFGRID3
* xyz 1 1
C -0.3959 -2.8602 -0.9977
C -0.6503 -1.9639 0.1392
C -0.9869 -0.4859 -0.2648
C -0.9474 0.5251 0.7867
S 0.6817 0.5560 1.6475
C 0.5292 2.0820 2.6387
N 0.8239 2.2259 -1.8004
H -0.3792 -3.9060 -0.6613
H -1.1116 -2.9038 -1.8401
H 0.5230 -2.8672 -1.5449
H -1.5583 -2.2114 0.6946
H -1.7235 -0.5267 -1.0225
H 0.1944 -0.2640 -0.7417
H -1.6993 0.3292 1.5727
H -0.9959 1.5269 0.2921
H 0.4166 2.9460 1.9752
H -0.4024 1.9868 3.2244
H 1.3347 2.0589 3.3194
H 1.2108 2.9349 -1.2198
H 0.2404 2.6240 -2.5673
H 0.2041 -2.0197 0.8009
H 1.0112 1.1969 -1.6117
H 2.3086 -0.2879 -1.4442
O 1.3722 -0.6956 -1.3751
*
```

=====

Copy entry 2 word for word.
Computed, not measured: C24H26AsBCoF4N3OS as an isolated structure, with ωB97M-V/def2-TZVPD.

As for the gap between HOMO and LUMO (alpha / beta): 7.400 / 8.551 eV. The maximum force is 0.825 eV/Å. As for the expectation value of S²: 1.03. The value obtained for the energy above the lowest of the compared OMol25 structures with the same formula, charge and spin is 0.0 kJ/mol. The LUMO energy (alpha / beta) is -4.05 / -2.89 eV. The value obtained for the molar mass is 625.22 g mol⁻¹.

The geometry in ORCA input format:
```
! RIJCOSX wB97M-V def2-TZVPD def2/J DEFGRID3
* xyz 1 2
Co -0.2263 -1.4290 -0.3750
C -0.3015 -4.4959 0.5649
C 1.1550 -4.4940 0.9877
C 1.8030 -3.1491 1.0367
N 1.3470 -2.0081 0.6151
N 2.1609 -0.9400 0.8522
C 3.2659 -1.2937 1.4383
N 4.2267 -0.4147 1.7798
S 3.3637 -2.9914 1.7763
H -0.6933 -5.5076 0.6432
H -0.4314 -4.1805 -0.4699
H -0.9111 -3.8596 1.2048
H 1.7540 -5.1321 0.3291
H 1.2556 -4.9243 1.9891
H 4.1736 0.4979 1.3546
H 5.1334 -0.7371 2.0668
F -1.4335 -2.8888 -1.8130
B -2.4146 -1.9826 -1.3376
F -1.8979 -0.6986 -1.6401
F -2.2318 -2.0310 0.1174
F -3.6608 -2.2272 -1.7224
C -0.2162 0.5995 2.9753
C -0.1237 1.1790 1.5825
O -0.7851 0.3443 0.6115
H 0.2803 1.2559 3.6885
H 0.2685 -0.3755 3.0157
H -1.2519 0.4871 3.2941
H 0.9102 1.2352 1.2377
H -0.5655 2.1769 1.5203
H -1.7376 0.3388 0.7691
C -0.1761 -1.0188 -6.5005
C -0.1599 -2.1113 -5.6464
C 0.1957 -1.9511 -4.3171
C 0.5417 -0.6902 -3.8489
C 0.5304 0.4079 -4.7044
C 0.1668 0.2386 -6.0309
As 1.1333 -0.4749 -2.0332
C 1.4866 1.3824 -1.7355
C 0.5750 2.4168 -1.6289
C 1.0438 3.7013 -1.3907
C 2.4063 3.9348 -1.2541
C 3.3194 2.8991 -1.3678
C 2.8651 1.6079 -1.6184
C 3.7146 0.4159 -1.7903
C 5.1035 0.3962 -1.7402
C 5.7805 -0.8015 -1.9196
C 5.0887 -1.9810 -2.1528
C 3.6997 -1.9757 -2.2119
C 3.0270 -0.7823 -2.0302
H -0.4603 -1.1484 -7.5352
H -0.4345 -3.0909 -6.0113
H 0.1789 -2.8067 -3.6533
H 0.8024 1.3927 -4.3450
H 0.1519 1.0912 -6.6949
H -0.4870 2.2287 -1.7316
H 0.3478 4.5238 -1.3124
H 2.7600 4.9388 -1.0677
H 4.3770 3.1068 -1.2774
H 5.6625 1.3067 -1.5777
H 6.8612 -0.8116 -1.8916
H 5.6317 -2.9032 -2.3044
H 3.1633 -2.8959 -2.4114
*
```